Molecular formula: C20H48NO6S
Method: DFT, ωB97M-V/def2-TZVPD

**M**: 430.672 g mol⁻¹
**Total charge**: +1
**DFT total energy**: -46119.117 eV
**E_LUMO**: -3.2014 eV

Atoms and positions in Å:
C1 -3.672 4.665 0.182
C2 -4.100 4.078 -1.196
O1 -4.241 2.667 -1.140
C3 -2.996 2.047 -1.418
C4 -3.084 0.553 -1.123
N1 -2.162 0.076 -0.032
C5 -0.719 0.392 -0.267
S1 -2.275 -1.728 -0.027
C6 -2.644 0.482 1.331
O2 -1.955 -0.305 2.256
C7 -1.992 0.177 3.571
C8 -3.274 0.374 4.343
O3 -1.000 0.389 4.097
H1 -3.807 3.867 0.912
H2 -4.233 5.552 0.447
H3 -2.605 4.876 0.135
H4 -5.030 4.548 -1.499
H5 -3.337 4.363 -1.924
H6 -2.818 2.164 -2.490
H7 -2.221 2.576 -0.856
H8 -4.089 0.223 -0.881
H9 -2.783 0.021 -2.019
H10 -0.400 -0.160 -1.147
H11 -0.517 1.454 -0.380
H12 -0.099 0.032 0.547
H13 -1.646 -1.984 -1.201
H14 -3.708 0.230 1.373
H15 -2.538 1.558 1.484
H16 -3.712 -0.593 4.596
H17 -3.063 0.860 5.281
H18 -4.005 0.916 3.738
C9 0.978 -4.410 5.942
C10 0.769 -4.972 4.547
O4 -0.170 -4.241 3.773
C11 0.161 -2.893 3.509
C12 1.435 -2.709 2.707
H19 0.021 -4.275 6.449
H20 1.598 -5.084 6.533
H21 1.477 -3.439 5.916
H22 0.365 -5.982 4.626
H23 1.722 -5.057 4.013
H24 0.207 -2.321 4.443
H25 -0.669 -2.484 2.930
H26 2.321 -2.999 3.275
H27 1.551 -1.662 2.421
H28 1.408 -3.324 1.805
C13 2.385 2.763 -1.394
C14 2.149 2.190 -2.782
O5 1.212 2.925 -3.546
C15 1.561 4.273 -3.831
C16 2.831 4.412 -4.651
H29 1.432 2.918 -0.881
H30 3.001 2.085 -0.802
H31 2.896 3.726 -1.431
H32 1.732 1.184 -2.687
H33 3.093 2.084 -3.326
H34 1.627 4.855 -2.905
H35 0.724 4.683 -4.397
H36 3.713 4.112 -4.082
H37 2.972 5.449 -4.957
H38 2.784 3.784 -5.541
C17 1.821 -4.167 -3.067
C18 1.766 -2.659 -3.239
O6 1.481 -1.960 -2.035
C19 2.421 -2.109 -0.982
C20 3.812 -1.606 -1.326
H39 0.922 -4.531 -2.566
H40 1.905 -4.655 -4.038
H41 2.679 -4.473 -2.466
H42 0.959 -2.408 -3.928
H43 2.690 -2.283 -3.689
H44 2.453 -3.150 -0.646
H45 2.030 -1.524 -0.146
H46 4.288 -2.229 -2.085
H47 4.448 -1.616 -0.441
H48 3.767 -0.588 -1.719

***

Molecular formula: C20H49BClF3IO5Si4
Method: DFT, ωB97M-V/def2-TZVPD

**M**: 712.114 g mol⁻¹
**Total charge**: -1
**DFT total energy**: -92749.870 eV
**E_LUMO**: 2.0256 eV

Atoms and positions in Å:
C1 -6.433 -0.699 -2.134
C2 -6.379 -2.235 -2.113
C3 -5.026 -2.917 -2.357
Cl1 -4.080 -2.878 -0.797
C4 -4.211 -2.419 -3.558
O1 -4.529 -3.298 -4.628
B1 -3.536 -3.000 -5.634
I1 -4.213 -1.072 -6.778
O2 -2.331 -2.661 -4.884
C5 -2.670 -2.473 -3.524
C6 -1.851 -1.286 -2.970
C7 -2.546 0.080 -2.905
O3 -3.223 0.275 -1.665
C8 -1.566 1.272 -3.036
F1 -1.789 1.976 -4.160
F2 -1.657 2.135 -2.022
F3 -0.262 0.910 -3.087
H1 -7.407 -0.358 -2.513
H2 -6.306 -0.276 -1.132
H3 -5.675 -0.250 -2.782
H4 -7.086 -2.655 -2.846
H5 -6.730 -2.574 -1.127
H6 -5.204 -3.980 -2.563
H7 -4.544 -1.425 -3.889
H8 -3.391 -3.825 -6.497
H9 -2.365 -3.371 -2.955
H10 -1.503 -1.512 -1.951
H11 -0.969 -1.237 -3.619
H12 -3.242 0.199 -3.750
H13 -3.663 -0.555 -1.435
O4 0.033 3.032 3.195
Si1 -0.507 2.656 1.677
C9 0.833 3.000 0.423
C10 -2.019 3.670 1.260
C11 -0.941 0.848 1.626
Si2 0.604 4.300 4.063
C12 0.959 3.715 5.798
C13 -0.665 5.673 4.121
C14 2.183 4.950 3.298
H14 1.058 4.066 0.346
H15 0.514 2.649 -0.561
H16 1.754 2.477 0.691
H17 -2.795 3.556 2.020
H18 -2.429 3.339 0.303
H19 -1.783 4.734 1.176
H20 -1.737 0.606 2.333
H21 -0.079 0.220 1.863
H22 -1.291 0.590 0.623
H23 0.056 3.336 6.282
H24 1.344 4.543 6.397
H25 1.704 2.917 5.804
H26 -0.834 6.101 3.131
H27 -0.329 6.476 4.782
H28 -1.623 5.305 4.494
H29 1.998 5.385 2.313
H30 2.917 4.151 3.178
H31 2.624 5.724 3.930
O5 3.502 -2.268 0.439
Si3 3.984 -0.755 -0.002
C15 5.527 -0.862 -1.056
C16 4.357 0.261 1.526
C17 2.615 0.053 -0.960
Si4 4.025 -3.596 1.252
C18 2.678 -4.881 1.216
C19 4.414 -3.149 3.027
C20 5.565 -4.282 0.440
H32 6.379 -1.245 -0.490
H33 5.792 0.128 -1.434
H34 5.369 -1.519 -1.914
H35 3.505 0.269 2.209
H36 4.572 1.295 1.244
H37 5.222 -0.125 2.069
H38 1.711 0.138 -0.353
H39 2.362 -0.505 -1.862
H40 2.915 1.061 -1.257
H41 1.766 -4.516 1.691
H42 3.006 -5.775 1.752
H43 2.431 -5.170 0.193
H44 5.260 -2.462 3.091
H45 4.667 -4.046 3.598
H46 3.557 -2.672 3.507
H47 6.405 -3.588 0.523
H48 5.394 -4.477 -0.620
H49 5.857 -5.221 0.915

***

Molecular formula: C20H49ClGaN2O6
Method: DFT, ωB97M-V/def2-TZVPD

**M**: 518.796 g mol⁻¹
**Total charge**: -1
**DFT total energy**: -101697.657 eV
**E_LUMO**: 2.0542 eV

Atoms and positions in Å:
C1 -3.279 -5.153 0.252
C2 -2.314 -5.446 -0.902
C3 -2.472 -4.519 -2.115
O1 -3.781 -4.428 -2.585
Ga1 -4.829 -2.986 -1.988
C4 -3.752 -1.624 -0.918
C5 -4.490 -0.314 -0.586
C6 -4.166 0.171 0.831
Cl1 -3.959 1.016 -1.721
O2 -6.212 -3.795 -0.964
C7 -7.251 -2.927 -0.620
C8 -7.178 -2.542 0.862
H1 -3.285 -6.007 0.939
H2 -2.951 -4.291 0.836
H3 -4.304 -5.008 -0.089
H4 -2.445 -6.484 -1.218
H5 -1.289 -5.325 -0.530
H6 -1.844 -4.943 -2.918
H7 -2.024 -3.540 -1.880
H8 -5.523 -2.259 -3.250
H9 -2.884 -1.357 -1.527
H10 -3.349 -2.022 0.017
H11 -5.565 -0.377 -0.742
H12 -4.597 -0.509 1.567
H13 -4.514 1.192 0.983
H14 -3.083 0.122 0.952
H15 -8.215 -3.440 -0.779
H16 -7.281 -2.032 -1.261
H17 -8.139 -2.207 1.263
H18 -6.895 -3.445 1.408
H19 -6.403 -1.798 1.054
C9 2.117 -3.751 2.833
O3 2.912 -2.598 2.633
C10 3.443 -2.475 1.319
C11 2.823 -1.306 0.582
N1 1.420 -1.559 0.288
C12 0.696 -0.420 -0.270
C13 0.572 0.836 0.585
O4 -0.248 0.686 1.732
C14 0.392 0.155 2.873
H20 1.881 -3.801 3.895
H21 1.180 -3.710 2.269
H22 2.658 -4.659 2.551
H23 3.297 -3.403 0.758
H24 4.519 -2.302 1.415
H25 3.359 -1.164 -0.362
H26 2.979 -0.404 1.190
H27 0.953 -1.862 1.132
H28 -0.314 -0.762 -0.509
H29 1.169 -0.145 -1.219
H30 0.077 1.594 -0.028
H31 1.549 1.248 0.864
H32 1.445 0.450 2.922
H33 0.324 -0.936 2.909
H34 -0.123 0.547 3.752
C15 5.317 5.306 -3.405
O5 5.695 5.691 -2.098
C16 4.910 6.740 -1.544
C17 4.081 6.247 -0.377
N2 3.039 5.333 -0.821
C18 2.304 4.671 0.254
C19 3.074 3.745 1.189
O6 3.553 2.565 0.571
C20 4.804 2.673 -0.079
H35 6.064 4.600 -3.764
H36 4.337 4.818 -3.425
H37 5.296 6.167 -4.081
H38 4.270 7.189 -2.309
H39 5.600 7.511 -1.186
H40 3.611 7.108 0.107
H41 4.769 5.790 0.348
H42 3.448 4.629 -1.421
H43 1.507 4.085 -0.209
H44 1.816 5.441 0.860
H45 2.375 3.413 1.961
H46 3.894 4.259 1.706
H47 5.460 3.392 0.420
H48 4.694 2.957 -1.130
H49 5.276 1.691 -0.048

***

Q: Number 1 is which compound?
A: C20H48NO6S

***

Q: Number 2 is which compound?
A: C20H49BClF3IO5Si4

***

Q: The highest M belongs to which entry?
A: C20H49BClF3IO5Si4

***

Q: Number 1 is which compound?
A: C20H48NO6S